# 1
{
  "formula": "C2H4ClNS",
  "method": "ωB97M-V/def2-TZVPD",
  "total_energy_ha": -991.66843,
  "smiles": "CN(Cl)C=S",
  "e_homo_ev": -8.78,
  "gap_ev": 9.01,
  "symbols": ["C", "N", "Cl", "C", "S", "H", "H", "H", "H"],
  "positions_angstrom": [[0.2011, -0.6143, 0.0489], [0.2558, 0.7754, 0.2196], [1.7955, 1.5399, 0.0355], [-0.7483, 1.6312, 0.0066], [-2.2807, 1.1118, -0.1528], [1.0678, -1.1377, 0.5184], [-0.5045, -1.1852, 0.5027], [0.0120, -0.8811, -1.0135], [-0.4875, 2.6188, -0.0971]],
  "atomic_forces_ev_per_a": [[2.63, -1.64, -1.80], [0.75, 1.87, 0.59], [0.11, -0.55, 0.09], [-1.58, -2.67, -0.03], [-0.41, 0.11, -0.03], [0.09, 0.88, -1.01], [-3.08, -0.38, 1.93], [0.75, 0.15, 0.29], [0.75, 2.24, -0.02]]
}

# 2
{
  "formula": "C2H5NS",
  "method": "ωB97M-V/def2-TZVPD",
  "total_energy_ha": -532.06267,
  "e_homo_ev": -9.01,
  "gap_ev": 9.79,
  "symbols": ["C", "C", "N", "S", "H", "H", "H", "H", "H"],
  "positions_angstrom": [[-3.0164, 0.3445, 0.3784], [1.6793, 0.7198, -0.0965], [-2.6282, -0.6474, -0.0461], [1.2992, -1.0208, 0.1965], [0.1041, -0.7274, 0.4296], [2.7622, 0.6471, -0.4073], [1.2999, 1.0819, 0.8065], [0.9765, 1.1370, -0.8187], [-2.4769, -1.5347, -0.4423]],
  "atomic_forces_ev_per_a": [[-0.57, 1.83, 0.79], [0.39, -1.38, -1.51], [0.33, -1.20, -0.52], [2.12, -1.40, -0.88], [-2.86, 0.15, 0.70], [-1.28, 1.21, 0.73], [0.96, 1.59, 1.61], [0.65, -0.15, -0.62], [0.25, -0.65, -0.29]]
}